DFT (ωB97M-V/def2-TZVPD) results for a structure of composition C4H8S3 at a distorted geometry.

Structure (XYZ):
```
15
Properties=species:S:1:pos:R:3
C -2.65 0.29 1.18
C -0.24 1.21 0.59
C 1.74 -0.18 -0.76
C 2.02 -1.46 -1.54
H -2.86 -0.59 0.28
H -3.58 0.45 1.98
H -1.86 -0.02 1.95
H 0.39 2.15 0.46
H -0.29 0.71 1.56
H 1.14 -2.08 -2.02
H 2.60 -0.93 -2.37
H 2.68 -2.18 -0.71
S -2.03 1.66 0.33
S -0.03 0.21 -0.94
S 2.97 0.76 0.02
```

**ΔE to the lowest compared entry with this formula, charge and spin**: 293.2 kJ/mol
**Max |F|**: 4.6 eV/A